[1]
72
Properties=species:S:1:pos:R:3:mulliken_charge:R:1 method="wB97M-V/def2-TZVPD" total_charge=+1 gap_ev=7.1 largest_force_ev_per_a=1.028 relative_energy_ev=0.000 energy_ev=-157934.40315
Sc 0.039 0.063 -0.162 0.631
S -0.127 -2.314 1.067 -0.278
C 1.314 -1.698 1.762 0.186
N 1.685 -0.494 1.406 0.046
C 2.835 -0.096 2.088 -0.528
C 3.455 1.146 2.023 -0.393
C 4.587 1.364 2.783 -0.753
C 5.105 0.364 3.609 -0.496
C 4.485 -0.866 3.704 -0.600
C 3.343 -1.083 2.943 0.881
S 2.330 -2.499 2.896 -0.228
H 3.023 1.914 1.404 0.541
H 5.076 2.327 2.744 0.412
H 5.993 0.559 4.194 0.392
H 4.870 -1.634 4.359 0.399
C -1.698 3.287 -2.862 -1.075
C -0.634 2.582 -2.074 1.261
O -0.944 1.498 -1.514 0.043
C 0.685 3.150 -1.997 0.191
C 0.994 4.341 -2.693 -0.632
C 2.255 4.873 -2.659 -0.954
C 3.249 4.211 -1.927 -0.505
C 2.981 3.056 -1.232 -0.718
C 1.687 2.506 -1.236 0.080
O 1.439 1.414 -0.542 -0.261
H -2.630 2.737 -2.808 -0.503
H -1.393 3.384 -3.904 0.484
H -1.850 4.293 -2.470 0.487
H 0.230 4.836 -3.270 0.400
H 2.485 5.779 -3.198 0.417
H 4.253 4.613 -1.907 0.426
H 3.771 2.554 -0.694 0.582
C -5.501 -0.613 -2.729 -1.133
Si -3.831 0.101 -2.270 0.459
C -2.865 0.192 -3.879 -1.023
C -4.182 1.731 -1.401 -1.204
As -2.407 -1.100 -0.767 0.557
Si -3.801 -1.376 1.182 0.308
C -5.599 -1.328 0.670 -1.143
C -3.548 -2.957 2.137 -1.031
C -3.355 0.119 2.221 -1.005
Si -2.176 -3.221 -1.896 0.335
C -3.676 -3.511 -2.973 -1.163
C -2.005 -4.711 -0.788 -1.053
C -0.637 -2.975 -2.936 -1.012
H -5.921 0.113 -3.432 0.351
H -6.195 -0.694 -1.897 0.372
H -5.456 -1.568 -3.242 0.381
H -3.280 0.947 -4.549 0.457
H -2.958 -0.768 -4.391 0.360
H -1.806 0.393 -3.739 0.135
H -4.570 2.478 -2.096 0.540
H -3.311 2.147 -0.892 0.171
H -4.960 1.563 -0.655 0.363
H -5.816 -2.016 -0.146 0.316
H -5.926 -0.331 0.378 0.304
H -6.204 -1.636 1.525 0.461
H -3.900 -3.825 1.582 0.295
H -4.167 -2.875 3.034 0.402
H -2.526 -3.134 2.448 0.301
H -3.615 1.048 1.712 0.305
H -2.285 0.131 2.446 0.212
H -3.879 0.102 3.178 0.415
H -4.607 -3.396 -2.420 0.316
H -3.640 -4.538 -3.341 0.468
H -3.704 -2.852 -3.840 0.308
H -2.936 -4.938 -0.271 0.295
H -1.209 -4.639 -0.056 0.303
H -1.783 -5.557 -1.443 0.405
H -0.781 -2.192 -3.682 0.304
H -0.367 -3.894 -3.458 0.411
H 0.218 -2.705 -2.309 0.221

[2]
90
Properties=species:S:1:pos:R:3:mulliken_charge:R:1 method="wB97M-V/def2-TZVPD" total_charge=+1 gap_ev=8.6 largest_force_ev_per_a=1.051 relative_energy_ev=0.091 energy_ev=-87741.33833
N 2.718 -1.663 1.442 -0.447
C 1.736 -1.165 1.779 0.399
O 0.706 -0.477 2.184 -0.437
C 0.850 0.941 1.880 0.100
C 0.361 1.178 0.469 -0.924
N -1.059 0.688 0.357 -0.173
C -1.943 1.220 1.442 -0.460
C -3.276 0.433 1.426 0.955
F -3.462 -0.014 0.151 -0.372
F -3.177 -0.658 2.213 -0.301
C -4.475 1.300 1.853 0.551
F -4.635 2.269 0.934 -0.296
F -4.122 1.897 3.019 -0.300
C -5.837 0.578 2.112 0.584
F -5.792 -0.051 3.288 -0.256
F -6.749 1.570 2.195 -0.264
C -6.327 -0.401 1.010 0.666
F -7.596 -0.712 1.249 -0.241
F -5.606 -1.526 1.069 -0.237
F -6.222 0.147 -0.195 -0.246
C -1.272 1.266 2.823 -0.838
O 0.094 1.663 2.769 -0.388
H 1.885 1.263 1.985 0.594
H 0.957 0.625 -0.257 0.486
H 0.398 2.232 0.202 0.391
H -1.030 -0.336 0.389 0.504
H -1.395 0.961 -0.568 0.449
H -2.198 2.243 1.158 0.499
H -1.358 0.322 3.359 0.508
H -1.775 2.024 3.414 0.384
C 6.684 -6.743 -1.107 -0.344
O 5.625 -6.585 -0.157 -0.339
C 5.632 -5.417 0.478 0.840
O 6.427 -4.525 0.315 -0.562
O 4.603 -5.394 1.324 -0.362
C 4.496 -4.180 2.077 -0.572
H 6.571 -7.727 -1.551 0.232
H 6.613 -5.989 -1.888 0.020
H 7.653 -6.683 -0.615 0.290
H 4.364 -3.337 1.414 0.291
H 5.379 -4.035 2.698 0.306
H 3.624 -4.286 2.716 0.254
C -9.430 1.190 -0.080 -0.497
O -10.779 1.044 0.360 -0.311
C -11.653 0.842 -0.632 0.753
O -11.378 0.780 -1.802 -0.538
O -12.864 0.724 -0.101 -0.328
C -13.909 0.502 -1.055 -0.630
H -8.839 1.352 0.813 0.116
H -9.097 0.292 -0.594 0.256
H -9.334 2.053 -0.738 0.356
H -13.740 -0.424 -1.601 0.297
H -13.977 1.337 -1.749 0.300
H -14.829 0.426 -0.483 0.222
C 5.608 -4.495 -7.729 -0.623
O 5.738 -3.503 -6.704 -0.337
C 5.888 -4.000 -5.479 0.781
O 5.917 -5.166 -5.185 -0.552
O 6.003 -2.980 -4.624 -0.329
C 6.174 -3.386 -3.265 -0.614
H 5.494 -3.951 -8.662 0.219
H 6.498 -5.118 -7.774 0.299
H 4.729 -5.113 -7.555 0.295
H 7.084 -3.970 -3.146 0.298
H 5.313 -3.959 -2.923 0.283
H 6.256 -2.479 -2.673 0.271
C -1.635 7.469 -1.080 -0.605
O -0.574 7.377 -2.035 -0.314
C 0.181 6.293 -1.938 0.844
O 0.041 5.403 -1.129 -0.572
O 1.118 6.353 -2.876 -0.298
C 2.028 5.253 -2.901 -0.587
H -2.151 8.400 -1.291 0.222
H -2.326 6.636 -1.195 0.271
H -1.238 7.492 -0.067 0.290
H 1.498 4.321 -3.097 0.256
H 2.576 5.186 -1.963 0.284
H 2.721 5.452 -3.713 0.212
C 5.492 0.319 1.560 -0.170
O 5.620 1.306 2.587 -0.320
C 5.726 0.794 3.819 0.799
O 5.696 -0.376 4.094 -0.529
O 5.857 1.801 4.677 -0.338
C 5.989 1.398 6.046 -0.628
H 5.411 0.860 0.620 0.230
H 6.366 -0.328 1.523 0.353
H 4.596 -0.278 1.714 -0.150
H 6.877 0.785 6.179 0.303
H 5.106 0.852 6.371 0.292
H 6.086 2.313 6.621 0.222

[3]
81
Properties=species:S:1:pos:R:3:mulliken_charge:R:1 method="wB97M-V/def2-TZVPD" total_charge=-1 gap_ev=9.3 largest_force_ev_per_a=12.187 relative_energy_ev=1.449 energy_ev=-73857.82226
F -1.046 0.340 -0.084 -0.732
C -2.411 -4.066 -0.301 -1.013
C -2.791 -3.231 -1.579 0.631
C -1.967 -1.931 -1.754 -1.072
O -1.564 -2.114 -3.150 -0.362
C -2.020 -3.261 -3.624 0.625
O -1.894 -3.623 -4.752 -0.652
O -2.655 -3.986 -2.804 -0.327
H -2.751 -3.532 0.709 0.253
H -1.236 -4.419 -0.164 0.044
H -2.773 -5.146 -0.192 0.415
H -4.007 -3.029 -1.555 0.128
H -1.089 -1.878 -1.375 0.530
H -2.522 -1.247 -1.606 0.760
C 1.801 -2.911 1.550 -0.934
C 0.974 -2.811 2.813 0.830
C -0.210 -1.962 2.587 0.656
O -1.265 -2.889 2.907 -0.427
C -0.835 -4.116 2.943 0.478
O -1.510 -5.050 3.166 -0.594
O 0.429 -4.037 2.979 -0.401
H 2.631 -3.591 1.597 0.496
H 2.067 -1.953 0.939 0.026
H 1.135 -3.538 0.722 0.026
H 1.703 -2.658 3.619 0.263
H -0.390 -1.347 1.542 -0.195
H -0.078 -1.270 3.378 -0.231
C -4.114 1.471 3.230 -1.719
C -2.751 0.986 3.236 0.782
C -1.655 1.969 2.824 0.672
O -0.763 1.901 3.862 -0.239
C -1.250 1.187 4.818 0.613
O -0.599 0.945 5.899 -0.713
O -2.360 0.621 4.555 -0.341
H -4.665 1.640 2.281 0.394
H -4.257 2.356 3.644 0.565
H -4.987 0.679 3.798 0.232
H -2.510 0.107 2.654 0.029
H -2.270 2.937 2.672 0.153
H -1.167 1.948 1.816 -0.464
C 2.068 0.592 2.011 -0.684
C 2.802 1.899 1.829 0.906
C 1.767 2.901 1.253 1.599
O 1.881 3.954 2.114 -0.373
C 2.728 3.777 2.984 0.573
O 3.074 4.634 3.786 -0.680
O 3.270 2.595 2.905 -0.415
H 2.743 -0.123 2.405 0.586
H 1.695 0.265 1.080 -0.252
H 1.238 0.833 2.657 0.162
H 3.778 1.728 1.112 0.054
H 0.722 2.499 1.175 -1.357
H 1.937 3.362 0.087 -0.082
C -0.261 3.726 -1.686 -1.161
C -0.388 2.797 -2.897 1.460
C -1.683 2.004 -2.573 0.340
O -2.513 2.334 -3.694 -0.466
C -1.989 3.283 -4.478 0.468
O -2.469 3.898 -5.320 -0.483
O -0.664 3.524 -4.050 -0.484
H -1.263 4.334 -1.664 0.297
H 0.443 4.482 -1.667 0.460
H 0.025 2.956 -0.825 -0.150
H 0.660 2.189 -3.038 -0.255
H -2.319 2.052 -1.748 0.254
H -1.550 0.880 -2.724 -0.413
C 3.133 -1.124 -3.905 -0.670
C 1.718 -0.750 -3.477 -0.279
C 1.852 -0.491 -1.965 0.155
S 3.315 0.299 -1.719 1.423
O 3.896 -0.211 -0.546 -0.741
O 3.118 1.721 -1.969 -0.696
C 4.085 -0.193 -3.321 -1.162
H 3.271 -1.041 -4.919 0.437
H 3.352 -2.109 -3.547 0.285
H 0.781 -1.546 -3.604 -0.147
H 1.318 0.137 -3.832 0.413
H 1.986 -1.514 -1.449 0.253
H 0.823 0.124 -1.547 -0.293
H 4.929 -0.702 -3.045 0.453
H 4.305 0.554 -3.966 0.477

Please write out number 3 again, unchanged.
81
Properties=species:S:1:pos:R:3:mulliken_charge:R:1 method="wB97M-V/def2-TZVPD" total_charge=-1 gap_ev=9.3 largest_force_ev_per_a=12.187 relative_energy_ev=1.449 energy_ev=-73857.82226
F -1.046 0.340 -0.084 -0.732
C -2.411 -4.066 -0.301 -1.013
C -2.791 -3.231 -1.579 0.631
C -1.967 -1.931 -1.754 -1.072
O -1.564 -2.114 -3.150 -0.362
C -2.020 -3.261 -3.624 0.625
O -1.894 -3.623 -4.752 -0.652
O -2.655 -3.986 -2.804 -0.327
H -2.751 -3.532 0.709 0.253
H -1.236 -4.419 -0.164 0.044
H -2.773 -5.146 -0.192 0.415
H -4.007 -3.029 -1.555 0.128
H -1.089 -1.878 -1.375 0.530
H -2.522 -1.247 -1.606 0.760
C 1.801 -2.911 1.550 -0.934
C 0.974 -2.811 2.813 0.830
C -0.210 -1.962 2.587 0.656
O -1.265 -2.889 2.907 -0.427
C -0.835 -4.116 2.943 0.478
O -1.510 -5.050 3.166 -0.594
O 0.429 -4.037 2.979 -0.401
H 2.631 -3.591 1.597 0.496
H 2.067 -1.953 0.939 0.026
H 1.135 -3.538 0.722 0.026
H 1.703 -2.658 3.619 0.263
H -0.390 -1.347 1.542 -0.195
H -0.078 -1.270 3.378 -0.231
C -4.114 1.471 3.230 -1.719
C -2.751 0.986 3.236 0.782
C -1.655 1.969 2.824 0.672
O -0.763 1.901 3.862 -0.239
C -1.250 1.187 4.818 0.613
O -0.599 0.945 5.899 -0.713
O -2.360 0.621 4.555 -0.341
H -4.665 1.640 2.281 0.394
H -4.257 2.356 3.644 0.565
H -4.987 0.679 3.798 0.232
H -2.510 0.107 2.654 0.029
H -2.270 2.937 2.672 0.153
H -1.167 1.948 1.816 -0.464
C 2.068 0.592 2.011 -0.684
C 2.802 1.899 1.829 0.906
C 1.767 2.901 1.253 1.599
O 1.881 3.954 2.114 -0.373
C 2.728 3.777 2.984 0.573
O 3.074 4.634 3.786 -0.680
O 3.270 2.595 2.905 -0.415
H 2.743 -0.123 2.405 0.586
H 1.695 0.265 1.080 -0.252
H 1.238 0.833 2.657 0.162
H 3.778 1.728 1.112 0.054
H 0.722 2.499 1.175 -1.357
H 1.937 3.362 0.087 -0.082
C -0.261 3.726 -1.686 -1.161
C -0.388 2.797 -2.897 1.460
C -1.683 2.004 -2.573 0.340
O -2.513 2.334 -3.694 -0.466
C -1.989 3.283 -4.478 0.468
O -2.469 3.898 -5.320 -0.483
O -0.664 3.524 -4.050 -0.484
H -1.263 4.334 -1.664 0.297
H 0.443 4.482 -1.667 0.460
H 0.025 2.956 -0.825 -0.150
H 0.660 2.189 -3.038 -0.255
H -2.319 2.052 -1.748 0.254
H -1.550 0.880 -2.724 -0.413
C 3.133 -1.124 -3.905 -0.670
C 1.718 -0.750 -3.477 -0.279
C 1.852 -0.491 -1.965 0.155
S 3.315 0.299 -1.719 1.423
O 3.896 -0.211 -0.546 -0.741
O 3.118 1.721 -1.969 -0.696
C 4.085 -0.193 -3.321 -1.162
H 3.271 -1.041 -4.919 0.437
H 3.352 -2.109 -3.547 0.285
H 0.781 -1.546 -3.604 -0.147
H 1.318 0.137 -3.832 0.413
H 1.986 -1.514 -1.449 0.253
H 0.823 0.124 -1.547 -0.293
H 4.929 -0.702 -3.045 0.453
H 4.305 0.554 -3.966 0.477